1.
{"formula": "C4H9NO", "method": "the ωB97M-V functional and the def2-TZVPD basis", "symbols": ["C", "C", "C", "C", "H", "H", "H", "H", "H", "H", "H", "H", "H", "N", "O"], "coordinates": [[0.18999, -0.98726, 1.67632], [0.95616, -0.63593, 0.56360], [0.22894, 0.35499, -0.52054], [-0.56883, -0.14057, -1.63376], [1.02181, -1.81082, 2.29877], [-0.69448, -1.74038, 1.75186], [-0.36289, 0.10167, 2.50093], [1.79979, -0.29842, 0.78683], [1.10056, -1.32339, -0.21726], [-1.88780, -0.26538, -0.99022], [-0.34652, 0.71950, -2.65060], [-0.68471, -1.17978, -1.98350], [-0.42116, 3.34282, -0.51973], [0.25143, 1.50475, -0.11257], [-0.58229, 2.35821, -0.95015]], "lumo_energy_ev": 0.7, "largest_force_ev_per_a": 9.81, "spin_multiplicity": 1, "homo_energy_ha": -0.351, "de_lowest_kj_mol": 852.0, "homo_lumo_gap_ev": 10.291}



2.
{"formula": "C4H9NO", "method": "the ωB97M-V functional and the def2-TZVPD basis", "symbols": ["N", "C", "C", "C", "C", "O", "H", "H", "H", "H", "H", "H", "H", "H", "H"], "coordinates": [[2.39889, -0.48912, -0.10679], [1.30240, 0.45852, -0.20476], [0.00974, 0.15305, 0.51254], [-1.28423, 0.79257, -0.04649], [-1.78908, -0.67566, -0.20901], [-0.49901, -1.17995, 0.14282], [2.08116, -1.40491, -0.56390], [2.66433, -0.72376, 0.87235], [1.65850, 1.40172, 0.24069], [1.10067, 0.60859, -1.26305], [0.04501, 0.26016, 1.58791], [-1.20890, 1.37932, -0.97416], [-1.85760, 1.32405, 0.70269], [-2.12510, -0.93271, -1.26354], [-2.49679, -0.97187, 0.57269]], "lumo_energy_ev": 1.1, "largest_force_ev_per_a": 2.37, "spin_multiplicity": 1, "homo_energy_ha": -0.338, "de_lowest_kj_mol": 213.2, "homo_lumo_gap_ev": 10.328}



3.
{"formula": "C4H9NO", "method": "the ωB97M-V functional and the def2-TZVPD basis", "symbols": ["C", "N", "C", "C", "C", "O", "H", "H", "H", "H", "H", "H", "H", "H", "H"], "coordinates": [[-1.61048, -0.97481, -0.58062], [-0.29055, -0.43167, -0.81527], [0.74909, -0.99575, 0.48888], [0.36702, 0.36082, 0.13150], [1.38273, 1.34608, -0.36031], [-0.77561, 1.19416, 0.89986], [-1.84296, -1.20255, 0.46559], [-1.71716, -1.89488, -1.16563], [-2.35870, -0.27956, -0.97228], [0.16957, -1.61273, 1.16053], [1.78252, -1.28931, 0.35980], [0.88229, 2.12823, -0.93360], [2.12207, 0.87770, -1.01680], [1.90630, 1.78696, 0.49073], [-0.76612, 0.98733, 1.84761]], "lumo_energy_ev": 0.9, "largest_force_ev_per_a": 4.59, "spin_multiplicity": 1, "homo_energy_ha": -0.345, "de_lowest_kj_mol": 331.4, "homo_lumo_gap_ev": 10.324}



4.
{"formula": "C4H9NO", "method": "the ωB97M-V functional and the def2-TZVPD basis", "symbols": ["C", "N", "C", "C", "C", "H", "H", "H", "H", "H", "H", "H", "O", "H", "H"], "coordinates": [[-1.09310, 1.29875, -0.96761], [0.01372, 0.69646, -0.81117], [-0.03274, -0.55588, -0.10068], [0.19986, -1.67567, -0.77089], [-0.56043, -0.56887, 1.32244], [-1.36601, 1.66850, -1.95957], [-1.90597, 1.35606, -0.23012], [0.01484, -1.73872, -1.83896], [0.34659, -2.65527, -0.34258], [0.17656, -0.24271, 2.05751], [-0.91823, -1.56223, 1.57514], [-1.40997, 0.10665, 1.41026], [2.48837, 1.19279, 0.46251], [1.61795, 0.77193, 0.37220], [2.42856, 1.90822, -0.17848]], "lumo_energy_ev": 0.1, "largest_force_ev_per_a": 2.56, "spin_multiplicity": 1, "homo_energy_ha": -0.342, "de_lowest_kj_mol": 341.6, "homo_lumo_gap_ev": 9.438}



5.
{"formula": "C4H9NO", "method": "the ωB97M-V functional and the def2-TZVPD basis", "symbols": ["C", "C", "N", "C", "O", "C", "H", "H", "H", "H", "H", "H", "H", "H", "H"], "coordinates": [[2.14930, 0.53100, 0.63914], [1.42929, -0.10950, -0.54590], [-0.02418, 0.02926, -0.49254], [-0.61938, -0.58867, 0.43375], [-1.95139, -0.60970, 0.57990], [-2.68486, 0.04672, -0.44833], [1.79626, 0.11300, 1.59077], [3.22845, 0.35160, 0.56432], [1.97143, 1.61199, 0.65245], [1.70767, -1.17123, -0.62031], [1.77550, 0.36622, -1.47075], [-0.15228, -1.18808, 1.22397], [-3.73442, -0.03799, -0.16340], [-2.50623, -0.43895, -1.41309], [-2.38515, 1.09434, -0.52998]], "lumo_energy_ev": 1.1, "largest_force_ev_per_a": 0.47, "spin_multiplicity": 1, "homo_energy_ha": -0.355, "de_lowest_kj_mol": 145.9, "homo_lumo_gap_ev": 10.746}



6.
{"formula": "C4H9NO", "method": "the ωB97M-V functional and the def2-TZVPD basis", "symbols": ["C", "C", "O", "H", "H", "H", "H", "C", "N", "C", "H", "H", "H", "H", "H"], "coordinates": [[-1.02130, 2.33987, -3.17925], [-2.11783, 2.55864, -2.48034], [-3.26782, 3.03684, -3.13271], [-0.08941, 1.98412, -2.77682], [-1.10713, 2.67851, -4.20651], [-2.36599, 2.21639, -1.48069], [-3.41611, 3.89184, -2.71236], [0.89012, -1.59894, 3.16520], [1.12552, -2.00468, 1.99341], [2.18319, -3.01229, 1.89754], [0.13103, -0.82063, 3.28350], [1.68854, -1.48740, 3.91298], [1.69470, -3.93865, 1.62600], [2.69711, -3.17907, 2.85552], [2.97539, -2.66453, 1.23452]], "lumo_energy_ev": 1.0, "largest_force_ev_per_a": 2.97, "spin_multiplicity": 1, "homo_energy_ha": -0.356, "de_lowest_kj_mol": 332.6, "homo_lumo_gap_ev": 10.714}



7.
{"formula": "C4H9NO", "method": "the ωB97M-V functional and the def2-TZVPD basis", "symbols": ["C", "C", "C", "O", "C", "N", "H", "H", "H", "H", "H", "H", "H", "H", "H"], "coordinates": [[-1.23759, -1.00498, 0.17520], [-0.11991, 0.00322, 0.05134], [1.06335, -0.43375, -0.82772], [2.32356, 0.05280, -0.44285], [-0.37768, 1.45522, 0.03425], [0.13579, 0.81093, 1.24909], [-2.21397, -0.52177, 0.29270], [-1.27589, -1.66856, -0.69389], [-1.04575, -1.62552, 1.06017], [1.07888, -1.52135, -1.02165], [0.84424, 0.03675, -1.79180], [2.46798, -0.13780, 0.49342], [-1.39706, 1.83543, -0.03498], [0.38555, 2.06079, -0.44946], [-0.63149, 0.65860, 1.90617]], "lumo_energy_ev": 1.0, "largest_force_ev_per_a": 0.47, "spin_multiplicity": 1, "homo_energy_ha": -0.345, "de_lowest_kj_mol": 211.8, "homo_lumo_gap_ev": 10.375}



8.
{"formula": "C4H9NO", "method": "the ωB97M-V functional and the def2-TZVPD basis", "symbols": ["N", "C", "C", "C", "C", "O", "H", "H", "H", "H", "H", "H", "H", "H", "H"], "coordinates": [[-1.83190, -1.18741, 1.50201], [-1.64282, -0.71399, 0.10110], [-0.46566, 0.22704, -0.06062], [0.63435, -0.08370, -1.06830], [1.91320, 0.64264, -0.76752], [2.02972, 1.44871, 0.12497], [-2.09334, -0.41110, 2.11574], [-2.72668, -1.67756, 1.46184], [-1.50327, -1.66098, -0.42083], [-2.59291, -0.33643, -0.31213], [0.05488, 0.11747, 0.90230], [-0.84304, 1.25082, -0.09403], [0.83693, -1.15671, -1.09922], [0.47138, 0.20836, -2.12558], [2.86708, 0.19033, -1.12195]], "lumo_energy_ev": 1.1, "largest_force_ev_per_a": 2.75, "spin_multiplicity": 1, "homo_energy_ha": -0.355, "de_lowest_kj_mol": 171.9, "homo_lumo_gap_ev": 10.712}



Q: Number 1 is which compound?
A: C4H9NO